[1]
Density functional theory data (ωB97M-V/def2-TZVPD) for a molecular structure, C26H21N5O3Pd.

Element x y z (Å)
Pd (0.463, 0.267, -0.194)
C (-1.807, 4.779, 2.552)
C (-0.812, 3.782, 2.613)
N (-1.019, 2.529, 2.308)
C (-2.255, 2.143, 1.909)
C (-3.338, 3.061, 1.848)
C (-3.064, 4.409, 2.175)
C (-4.633, 2.630, 1.481)
C (-4.822, 1.303, 1.186)
C (-3.776, 0.379, 1.230)
C (-2.462, 0.744, 1.559)
N (-1.400, -0.078, 1.481)
C (-1.478, -1.385, 1.777)
C (-2.370, -1.954, 2.702)
C (-2.366, -3.317, 3.008)
C (-1.502, -4.194, 2.402)
C (-0.580, -3.688, 1.455)
C (0.304, -4.539, 0.748)
C (1.155, -4.024, -0.183)
C (1.157, -2.633, -0.390)
N (0.359, -1.811, 0.256)
C (-0.538, -2.307, 1.155)
H (-1.566, 5.805, 2.801)
H (0.197, 4.047, 2.923)
H (-3.868, 5.135, 2.117)
H (-5.444, 3.347, 1.435)
H (-5.808, 0.955, 0.895)
H (-3.966, -0.651, 0.958)
H (-3.076, -1.301, 3.199)
H (-3.078, -3.686, 3.740)
H (-1.517, -5.255, 2.620)
H (0.272, -5.605, 0.948)
H (1.813, -4.643, -0.777)
H (1.815, -2.188, -1.121)
N (2.265, 0.512, -4.434)
C (2.969, 1.436, -3.740)
O (3.911, 2.058, -4.233)
C (2.519, 1.710, -2.342)
C (3.452, 2.057, -1.382)
C (3.003, 2.271, -0.084)
C (1.637, 2.284, 0.175)
N (0.679, 2.169, -0.799)
C (1.158, 1.692, -1.991)
H (2.667, 0.308, -5.337)
H (1.844, -0.322, -3.987)
H (4.499, 2.107, -1.652)
H (3.694, 2.444, 0.732)
H (1.260, 2.561, 1.152)
H (0.413, 1.539, -2.762)
C (3.778, -2.101, -2.844)
C (2.619, -2.818, -3.575)
O (2.801, -4.025, -3.830)
O (1.606, -2.120, -3.852)
H (4.174, -2.751, -2.062)
H (3.477, -1.146, -2.412)
H (4.587, -1.920, -3.557)

ΔE to the lowest compared entry with this formula, charge and spin (kJ/mol): 0.0
Highest occupied orbital energy (hartree): -0.0367
Net charge: -2

***

[2]
Density functional theory data (ωB97M-V/def2-TZVPD) for 2 unconnected molecules or ions with the total composition CH4FN2O in a non-equilibrium geometry.

Element x y z (Å)
C (-0.138, -0.032, 0.441)
N (0.995, 0.743, 0.199)
N (-1.211, 0.211, -0.222)
O (-2.458, -0.039, 0.082)
F (0.861, -1.986, -0.140)
H (0.028, -0.814, 1.270)
H (1.172, 1.131, -0.708)
H (1.744, 0.089, 0.169)
H (-0.995, 0.698, -1.091)

ΔE to the lowest compared entry with this formula, charge and spin (kJ/mol): 122.0
Highest occupied orbital energy (hartree): -0.1163
Net charge: -1

***

[3]
Density functional theory data (ωB97M-V/def2-TZVPD) for a molecular structure, C62H48FGeN2NiOP3S in a non-equilibrium geometry.

Element x y z (Å)
Ni (-0.541, 0.237, 0.597)
F (2.385, 2.411, -3.019)
Ge (1.643, 1.129, -2.052)
C (-0.100, 1.461, -2.884)
C (0.033, 1.387, -4.279)
C (-1.026, 1.715, -5.112)
C (-2.228, 2.149, -4.565)
C (-2.369, 2.227, -3.190)
C (-1.321, 1.853, -2.336)
P (-1.568, 2.085, -0.543)
C (-1.504, 3.918, -0.502)
C (-0.254, 4.474, -0.797)
C (-0.099, 5.843, -0.925)
C (-1.196, 6.682, -0.767)
C (-2.445, 6.138, -0.503)
C (-2.605, 4.759, -0.373)
C (-3.300, 1.561, -0.224)
C (-4.006, 2.093, 0.854)
C (-5.284, 1.643, 1.163)
C (-5.875, 0.648, 0.398)
C (-5.184, 0.112, -0.680)
C (-3.907, 0.564, -0.992)
C (2.452, -0.378, -3.020)
C (3.478, -0.039, -3.903)
C (4.142, -1.008, -4.642)
C (3.803, -2.352, -4.518)
C (2.790, -2.718, -3.653)
C (2.112, -1.737, -2.915)
P (0.819, -2.354, -1.857)
C (1.579, -3.531, -0.753)
C (1.034, -4.800, -0.541)
C (1.732, -5.719, 0.228)
C (2.963, -5.377, 0.773)
C (3.506, -4.114, 0.556)
C (2.815, -3.184, -0.202)
C (-0.507, -3.064, -2.809)
C (-1.599, -3.647, -2.155)
C (-2.670, -4.115, -2.899)
C (-2.662, -3.989, -4.286)
C (-1.591, -3.387, -4.931)
C (-0.510, -2.918, -4.196)
C (2.813, 1.502, -0.505)
C (4.039, 1.956, -1.023)
C (5.111, 2.263, -0.200)
C (4.991, 2.138, 1.178)
C (3.799, 1.693, 1.710)
C (2.709, 1.355, 0.891)
P (1.232, 0.844, 1.805)
C (1.751, -0.509, 2.909)
C (2.921, -1.232, 2.681)
C (3.266, -2.293, 3.512)
C (2.443, -2.653, 4.569)
C (1.269, -1.945, 4.801)
C (0.927, -0.883, 3.978)
C (0.957, 2.280, 2.898)
C (0.556, 3.463, 2.274)
C (0.335, 4.619, 3.010)
C (0.527, 4.603, 4.388)
C (0.948, 3.436, 5.015)
C (1.165, 2.277, 4.277)
H (0.982, 1.094, -4.719)
H (-0.904, 1.655, -6.188)
H (-3.052, 2.439, -5.211)
H (-3.305, 2.580, -2.772)
H (0.610, 3.831, -0.964)
H (0.878, 6.256, -1.161)
H (-1.078, 7.755, -0.865)
H (-3.310, 6.784, -0.410)
H (-3.596, 4.364, -0.206)
H (-3.563, 2.867, 1.461)
H (-5.825, 2.083, 1.996)
H (-6.874, 0.296, 0.636)
H (-5.644, -0.657, -1.292)
H (-3.389, 0.136, -1.839)
H (3.749, 1.005, -4.021)
H (4.933, -0.712, -5.321)
H (4.326, -3.107, -5.094)
H (2.521, -3.765, -3.551)
H (0.097, -5.082, -1.001)
H (1.322, -6.713, 0.385)
H (3.515, -6.108, 1.357)
H (4.480, -3.859, 0.964)
H (3.251, -2.208, -0.399)
H (-1.629, -3.717, -1.073)
H (-3.515, -4.576, -2.396)
H (-3.500, -4.361, -4.865)
H (-1.594, -3.281, -6.012)
H (0.322, -2.445, -4.702)
H (4.150, 2.096, -2.090)
H (6.038, 2.617, -0.641)
H (5.818, 2.394, 1.832)
H (3.702, 1.604, 2.789)
H (3.580, -0.956, 1.866)
H (4.190, -2.834, 3.339)
H (2.718, -3.478, 5.218)
H (0.622, -2.216, 5.630)
H (0.019, -0.333, 4.182)
H (0.436, 3.484, 1.204)
H (0.024, 5.529, 2.505)
H (0.365, 5.504, 4.971)
H (1.117, 3.428, 6.087)
H (1.502, 1.381, 4.783)
O (-1.174, -0.874, -0.949)
C (0.065, -0.802, -1.021)
N (-2.278, 1.701, 3.343)
C (-2.443, 0.392, 3.110)
N (-1.753, -0.317, 2.240)
C (-2.056, -1.692, 2.378)
C (-1.376, -2.743, 1.778)
C (-1.766, -4.047, 2.050)
C (-2.825, -4.315, 2.917)
C (-3.483, -3.277, 3.557)
C (-3.073, -1.977, 3.284)
S (-3.616, -0.499, 4.031)
H (-1.508, 2.196, 2.920)
H (-2.768, 2.149, 4.095)
H (-0.513, -2.550, 1.153)
H (-1.223, -4.873, 1.602)
H (-3.117, -5.341, 3.118)
H (-4.280, -3.476, 4.268)

ΔE to the lowest compared entry with this formula, charge and spin (kJ/mol): 160.6
Highest occupied orbital energy (alpha / beta) (hartree): -0.4614 / -0.4808
2S+1: 3
Net charge: +2
Expectation value of S²: 2.0598

***

[4]
Density functional theory data (ωB97M-V/def2-TZVPD) for a single C9H10INO2 molecule.

Element x y z (Å)
N (-3.118, 0.701, 0.437)
C (-1.765, 0.160, 0.451)
C (-0.931, 0.839, -0.645)
C (0.528, 0.526, -0.482)
C (1.092, -0.577, -1.113)
C (2.430, -0.885, -0.940)
C (3.210, -0.082, -0.129)
I (5.260, -0.542, 0.139)
C (2.671, 1.020, 0.510)
C (1.332, 1.315, 0.331)
C (-1.827, -1.353, 0.213)
O (-1.980, -1.841, -0.870)
O (-1.812, -2.120, 1.318)
H (-3.526, 0.583, -0.485)
H (-3.714, 0.222, 1.104)
H (-1.328, 0.377, 1.437)
H (-1.288, 0.481, -1.612)
H (-1.104, 1.914, -0.576)
H (0.479, -1.203, -1.744)
H (2.857, -1.742, -1.437)
H (3.286, 1.645, 1.140)
H (0.910, 2.178, 0.825)
H (-1.660, -1.615, 2.129)

Structure (SMILES): N[C@H](Cc1ccc(I)cc1)C(=O)O
ΔE to the lowest compared entry with this formula, charge and spin (kJ/mol): 0.0
Highest occupied orbital energy (hartree): -0.3260

***

[5]
Density functional theory data (ωB97M-V/def2-TZVPD) for a molecular structure, C14H26Br2Cl2N3O4P in a non-equilibrium geometry.

Element x y z (Å)
O (-2.509, 1.262, 3.138)
C (-2.663, 0.146, 2.760)
Cl (-2.929, -1.135, 3.930)
C (-2.637, -0.211, 1.308)
C (-1.229, -0.607, 0.757)
C (-1.237, -2.127, 0.546)
C (-0.130, -2.721, -0.338)
C (0.913, -3.528, 0.448)
Br (2.736, -3.023, 0.067)
N (-1.102, 0.023, -0.604)
C (-0.539, 1.255, -0.598)
N (-1.171, 2.338, -1.006)
O (-2.456, 2.290, -1.483)
N (0.727, 1.401, -0.188)
P (1.870, 1.527, -1.599)
O (0.968, 2.086, -2.745)
Br (3.233, 3.202, -0.995)
C (1.112, 0.270, 0.687)
C (-0.077, -0.035, 1.584)
C (0.405, -0.908, 2.766)
C (0.640, -0.067, 4.040)
C (2.065, 0.415, 4.216)
Cl (2.305, 2.029, 3.483)
H (-3.040, 0.627, 0.761)
H (-3.334, -1.023, 1.142)
H (-2.176, -2.350, 0.053)
H (-1.254, -2.676, 1.479)
H (0.339, -2.008, -0.998)
H (-0.610, -3.444, -0.985)
H (0.711, -3.494, 1.508)
H (0.839, -4.568, 0.176)
H (-1.996, 0.028, -1.080)
H (-0.698, 3.226, -1.042)
H (-3.046, 2.368, -0.723)
H (1.570, 2.417, -3.582)
H (1.372, -0.563, 0.047)
H (1.977, 0.520, 1.280)
H (-0.345, 0.918, 2.027)
H (-0.320, -1.658, 3.046)
H (1.357, -1.351, 2.502)
H (0.453, -0.744, 4.867)
H (-0.047, 0.766, 4.108)
H (2.801, -0.286, 3.850)
H (2.245, 0.573, 5.268)
C (0.307, 0.413, -5.390)
C (0.933, 1.814, -5.576)
O (1.926, 2.061, -4.676)
H (-0.139, 0.313, -4.396)
H (-0.488, 0.234, -6.129)
H (1.059, -0.368, -5.518)
H (0.065, 2.520, -5.551)
H (1.244, 1.853, -6.644)

Highest occupied orbital energy (hartree): -0.2554

***

[6]
Density functional theory data (ωB97M-V/def2-TZVPD) for a single C20H39NO3 molecule.

Element x y z (Å)
C (-1.134, 3.748, -1.205)
C (-0.607, 4.019, 0.199)
C (-0.201, 2.735, 0.919)
C (0.291, 3.003, 2.341)
C (0.792, 1.741, 3.059)
C (2.318, 1.634, 3.134)
C (3.029, 1.536, 1.784)
C (2.752, 0.228, 1.046)
C (3.454, 0.198, -0.309)
C (3.169, -1.067, -1.121)
C (1.720, -1.219, -1.590)
C (1.279, -0.105, -2.538)
C (-0.101, -0.371, -3.153)
C (-1.200, -0.257, -2.147)
C (-2.029, -1.235, -1.821)
C (-3.152, -1.117, -0.822)
O (-4.360, -1.597, -1.345)
C (-2.806, -1.848, 0.513)
C (-2.027, -0.955, 1.485)
O (-0.712, -0.725, 1.047)
N (-2.010, -3.045, 0.307)
C (-2.427, -4.133, -0.368)
C (-1.414, -5.255, -0.402)
O (-3.521, -4.203, -0.898)
H (-1.403, 4.678, -1.700)
H (-0.377, 3.249, -1.809)
H (-2.020, 3.117, -1.168)
H (0.256, 4.687, 0.139)
H (-1.378, 4.530, 0.781)
H (0.582, 2.235, 0.346)
H (-1.062, 2.065, 0.966)
H (1.090, 3.748, 2.312)
H (-0.534, 3.442, 2.906)
H (0.385, 0.855, 2.572)
H (0.418, 1.742, 4.086)
H (2.700, 2.511, 3.664)
H (2.574, 0.754, 3.729)
H (4.106, 1.622, 1.954)
H (2.736, 2.378, 1.156)
H (3.102, -0.610, 1.653)
H (1.678, 0.107, 0.912)
H (3.165, 1.077, -0.889)
H (4.533, 0.264, -0.146)
H (3.821, -1.070, -1.999)
H (3.432, -1.938, -0.515)
H (1.057, -1.258, -0.726)
H (1.632, -2.175, -2.114)
H (2.012, -0.017, -3.344)
H (1.250, 0.848, -2.008)
H (-0.116, -1.361, -3.611)
H (-0.278, 0.368, -3.940)
H (-1.296, 0.719, -1.685)
H (-1.958, -2.197, -2.310)
H (-3.336, -0.059, -0.596)
H (-4.301, -2.571, -1.382)
H (-3.764, -2.130, 0.970)
H (-2.567, -0.012, 1.634)
H (-1.932, -1.454, 2.453)
H (-0.749, -0.282, 0.187)
H (-1.058, -2.989, 0.636)
H (-0.496, -4.914, -0.875)
H (-1.822, -6.089, -0.964)
H (-1.185, -5.580, 0.610)

Structure (SMILES): CCCCCCCCCCCCC/C=C/[C@@H](O)[C@H](CO)NC(C)=O
ΔE to the lowest compared entry with this formula, charge and spin (kJ/mol): 0.0
Highest occupied orbital energy (hartree): -0.3508

***

[7]
Density functional theory data (ωB97M-V/def2-TZVPD) for a molecular structure, C13H30MnN9OS.

Element x y z (Å)
Mn (0.584, 0.576, 0.183)
N (1.431, 2.841, 0.569)
C (2.032, 3.098, 1.889)
C (1.263, 2.355, 2.968)
N (1.160, 0.925, 2.653)
C (2.418, 0.241, 2.980)
C (2.652, -0.958, 2.095)
N (2.600, -0.529, 0.689)
C (0.035, 0.273, 3.326)
C (-1.306, 0.848, 2.871)
N (-1.253, 1.314, 1.466)
H (2.109, 2.940, -0.176)
H (0.708, 3.520, 0.359)
H (2.069, 4.157, 2.140)
H (3.065, 2.753, 1.858)
H (0.259, 2.780, 3.046)
H (1.736, 2.510, 3.944)
H (2.443, -0.050, 4.036)
H (3.241, 0.943, 2.831)
H (1.882, -1.713, 2.239)
H (3.601, -1.416, 2.367)
H (2.693, -1.330, 0.076)
H (3.379, 0.087, 0.479)
H (0.117, 0.354, 4.417)
H (0.076, -0.791, 3.081)
H (-1.635, 1.642, 3.538)
H (-2.051, 0.057, 2.944)
H (-1.139, 2.319, 1.435)
H (-2.125, 1.120, 0.997)
C (-0.369, -2.658, -3.596)
N (-0.103, -2.130, -2.259)
C (-0.354, -2.784, -1.130)
N (-0.877, -4.016, -1.255)
S (-0.072, -2.139, 0.430)
H (-0.051, -1.928, -4.332)
H (-1.435, -2.837, -3.750)
H (0.190, -3.581, -3.766)
H (0.214, -1.179, -2.162)
H (-0.915, -4.489, -2.141)
H (-0.972, -4.564, -0.419)
N (-0.430, -0.179, -5.542)
C (0.292, 0.431, -4.869)
N (1.113, 1.134, -4.101)
C (1.219, 1.046, -2.844)
N (1.421, 1.002, -1.685)
C (-3.424, -0.825, -0.701)
C (-2.522, -0.024, -1.599)
C (-3.018, 0.301, -2.974)
O (-1.444, 0.387, -1.198)
H (-4.308, -0.217, -0.472)
H (-2.915, -1.114, 0.215)
H (-3.790, -1.711, -1.222)
H (-3.628, -0.506, -3.383)
H (-2.201, 0.534, -3.650)
H (-3.666, 1.183, -2.895)

Highest occupied orbital energy (alpha / beta) (hartree): -0.4124 / -0.4162
2S+1: 6
Net charge: +1
Expectation value of S²: 8.7532

***

[8]
Density functional theory data (ωB97M-V/def2-TZVPD) for a molecular structure, C43H50Cl3Ge2N2O4S2SeSiTi in a non-equilibrium geometry.

Element x y z (Å)
Ti (-0.309, -0.060, 0.702)
O (0.289, -1.976, -2.425)
S (0.526, -2.944, -3.544)
C (0.621, -4.567, -2.766)
C (-0.439, -4.759, -1.684)
C (0.101, -5.468, -0.441)
C (0.424, -4.541, 0.715)
S (1.401, -3.075, 0.275)
O (0.471, -1.942, 0.668)
C (2.602, -3.168, 1.568)
C (3.890, -3.537, 1.224)
C (4.825, -3.702, 2.238)
C (4.460, -3.493, 3.558)
C (3.161, -3.114, 3.882)
C (2.217, -2.946, 2.886)
C (-1.048, -3.168, -4.360)
C (-2.171, -2.575, -3.810)
C (-3.406, -2.789, -4.410)
C (-3.501, -3.576, -5.547)
C (-2.360, -4.146, -6.104)
C (-1.125, -3.942, -5.511)
H (1.637, -4.609, -2.368)
H (0.537, -5.299, -3.571)
H (-1.274, -5.322, -2.101)
H (-0.837, -3.781, -1.394)
H (0.978, -6.067, -0.701)
H (-0.645, -6.167, -0.059)
H (0.975, -5.066, 1.494)
H (-0.478, -4.102, 1.148)
H (4.164, -3.685, 0.187)
H (5.841, -3.978, 1.991)
H (5.198, -3.602, 4.341)
H (2.878, -2.949, 4.913)
H (1.205, -2.640, 3.126)
H (-2.080, -1.955, -2.931)
H (-4.290, -2.341, -3.977)
H (-4.465, -3.748, -6.006)
H (-2.435, -4.745, -7.002)
H (-0.231, -4.378, -5.942)
C (-4.535, 3.122, 0.587)
C (-3.531, 2.176, 1.251)
Ge (-1.703, 2.710, 0.750)
C (-1.735, 3.377, -1.117)
C (-0.426, 4.043, -1.525)
C (-1.594, 4.436, 1.670)
C (-0.365, 4.717, 2.110)
Ge (0.704, 3.105, 1.894)
C (2.431, 3.517, 1.080)
C (2.511, 4.846, 0.324)
C (0.853, 2.347, 3.687)
C (-0.351, 2.675, 4.572)
C (0.077, 5.987, 2.737)
C (-0.606, 7.183, 2.512)
C (-0.182, 8.365, 3.098)
C (0.933, 8.375, 3.926)
C (1.626, 7.195, 4.155)
C (1.202, 6.016, 3.560)
H (-5.528, 2.975, 1.017)
H (-4.611, 2.935, -0.485)
H (-4.277, 4.173, 0.720)
H (-3.761, 1.144, 1.002)
H (-3.575, 2.262, 2.337)
H (-2.548, 4.105, -1.127)
H (-2.002, 2.596, -1.832)
H (-0.238, 4.931, -0.920)
H (-0.435, 4.351, -2.573)
H (0.428, 3.374, -1.391)
H (-2.426, 5.133, 1.789)
H (2.754, 2.703, 0.433)
H (3.109, 3.514, 1.939)
H (2.068, 4.766, -0.665)
H (3.554, 5.140, 0.192)
H (2.009, 5.660, 0.845)
H (1.774, 2.762, 4.108)
H (0.991, 1.269, 3.629)
H (-0.421, 3.742, 4.785)
H (-0.287, 2.142, 5.522)
H (-1.292, 2.383, 4.099)
H (-1.470, 7.185, 1.860)
H (-0.718, 9.285, 2.900)
H (1.263, 9.298, 4.384)
H (2.500, 7.193, 4.793)
H (1.755, 5.101, 3.739)
O (-3.536, -0.580, -1.514)
C (-2.443, -0.292, -1.100)
O (-2.065, -0.294, 0.163)
C (-1.319, 0.168, -2.021)
C (-1.601, 0.338, -3.384)
C (-0.613, 0.816, -4.185)
C (0.655, 1.087, -3.629)
C (1.710, 1.637, -4.405)
C (2.932, 1.864, -3.853)
C (3.169, 1.500, -2.504)
C (2.174, 0.976, -1.735)
C (0.870, 0.811, -2.263)
N (-0.162, 0.395, -1.452)
H (-2.597, 0.108, -3.732)
H (-0.778, 0.985, -5.243)
H (1.516, 1.872, -5.444)
H (3.725, 2.305, -4.441)
H (4.153, 1.629, -2.074)
H (2.374, 0.671, -0.723)
Cl (-3.199, -0.008, 4.011)
Si (-1.393, -0.610, 3.136)
Cl (-2.092, -2.541, 2.378)
Cl (-0.310, -1.294, 4.821)
Se (4.451, 0.480, 2.011)
C (2.726, 0.406, 1.641)
N (1.587, 0.441, 1.359)

ΔE to the lowest compared entry with this formula, charge and spin (kJ/mol): 45.7
Highest occupied orbital energy (alpha / beta) (hartree): -0.2952 / -0.2938
2S+1: 2
Expectation value of S²: 0.7539

***

What calculated total energy values result from the calculations? In sequence: -1630.86389; -325.05713; -7683.12376; -851.90172; -7423.96681; -1065.95989; -2630.48788; -11950.39330 a.u..